Computed, not measured: an isolated ion of composition C5H8NO and charge +1 at a distorted geometry, with wB97M-V/def2-TZVPD.

The geometry in XYZ format:
```
15
Properties=species:S:1:pos:R:3:forces:R:3
O 0.949830 1.286203 -0.033726 0.4 0.2 -0.2
N 0.048169 -0.750523 -0.957679 0.0 -0.7 2.2
C -0.350599 -0.082311 1.429195 2.3 -2.6 0.9
C 0.612190 0.931288 1.115568 1.8 3.0 2.0
C -0.703428 0.238822 -1.664656 0.8 0.9 -1.8
C 0.704335 0.503533 -1.174170 -0.5 -2.5 -1.4
C -0.123539 -1.269838 0.448835 0.2 0.0 -1.7
H 1.587265 0.390207 -1.786815 0.2 0.9 0.1
H -1.452459 1.002871 -1.422332 -0.1 -0.8 0.8
H -0.324929 -0.400086 2.480273 0.5 0.2 -0.2
H -1.261293 0.378706 1.380685 -2.9 1.1 -0.8
H -0.726826 -0.040411 -2.738384 -0.3 0.5 0.7
H 0.821923 -1.857086 0.698734 -1.3 0.9 -0.3
H 1.187880 1.643033 1.844551 -1.4 -1.6 -0.8
H -0.968520 -1.974409 0.379923 0.3 0.4 0.5
```
Positions in Å, forces in eV/Å.

Computed properties:
HOMO energy   -14.321 eV
LUMO energy   -5.663 eV
Total charge   +1
Relative energy (zero: lowest compared OMol25 entry of this formula, charge and spin)   67.0 kcal per mole

How positive or negative is each atom? The Mulliken charges in e answer that:
1 O -0.190
2 N -0.221
3 C -0.603
4 C 0.242
5 C -0.485
6 C -0.004
7 C -0.457
8 H 0.384
9 H 0.292
10 H 0.373
11 H 0.374
12 H 0.277
13 H 0.283
14 H 0.395
15 H 0.340